No. 1
DFT (ωB97M-V/def2-TZVPD) results for a cluster of 2 separate species, C4H5FN2O3 in total at a distorted geometry.

Computed properties:
SMILES string	O=C(O)/C(O)=C/F.N=C=N
ΔE to the lowest compared entry with this formula, charge and spin	340.2	kJ/mol
E_LUMO	0.431	eV
E_HOMO	-8.842	eV

Last column: natural (NBO) charge in e.
Cartesian coordinates (Å):
C: 0.650 -1.505 1.313  0.12
C: 0.915 -1.079 2.720  0.72
C: -0.468 0.142 -0.602  0.66
C: 1.487 -1.109 0.288  0.15
N: -0.243 1.034 0.212  -0.85
N: -0.909 -0.627 -1.327  -0.66
O: 1.279 -2.014 3.405  -0.55
O: -0.256 -2.417 1.201  -0.63
O: 0.730 0.115 3.198  -0.65
F: 1.439 -1.441 -1.013  -0.34
H: 2.374 -0.509 0.394  0.18
H: 0.230 0.724 2.610  0.52
H: -0.297 2.067 -0.104  0.41
H: -0.994 -2.201 1.687  0.48
H: -0.537 -1.297 -1.972  0.43

***

No. 2
DFT (ωB97M-V/def2-TZVPD) results for a structure of composition C46H37BaBrIN4O2PS2.

Computed properties:
ΔE to the lowest compared entry with this formula, charge and spin	36.6	kJ/mol
E_LUMO	-1.266	eV
E_HOMO	-6.498	eV

Last column: Mulliken charge in e.
Cartesian coordinates (Å):
Ba: -0.111 0.147 0.071  0.04
Br: 6.465 4.053 -3.001  -0.14
C: 5.350 2.809 -2.120  -0.34
C: 4.052 3.154 -1.789  -0.56
C: 3.264 2.236 -1.110  0.09
C: 3.770 0.997 -0.737  -0.63
C: 5.050 0.633 -1.159  -0.71
C: 5.842 1.542 -1.840  -0.73
N: 2.925 0.165 0.055  0.90
C: 3.467 -0.705 0.807  -0.37
C: 2.690 -1.618 1.674  0.12
C: 3.308 -2.733 2.212  -0.84
C: 2.549 -3.599 2.993  -0.43
C: 1.220 -3.304 3.214  -0.85
C: 0.689 -2.148 2.648  -0.29
N: 1.404 -1.321 1.895  0.20
H: 3.654 4.120 -2.068  0.51
H: 2.243 2.496 -0.863  1.04
H: 5.436 -0.358 -0.967  0.52
H: 6.841 1.271 -2.154  0.45
H: 4.549 -0.836 0.864  0.44
H: 4.355 -2.926 2.013  0.44
H: 2.998 -4.490 3.413  0.44
H: 0.583 -3.951 3.801  0.42
H: -0.355 -1.898 2.794  0.53
S: -3.008 0.187 -0.491  0.11
C: -3.680 -1.413 -0.252  0.39
C: -5.072 -1.530 -0.208  -0.67
C: -5.709 -2.752 -0.035  0.35
C: -7.142 -2.789 0.008  -0.16
N: -8.293 -2.813 0.029  -0.56
C: -4.936 -3.911 0.095  0.71
C: -3.552 -3.811 0.044  -0.97
C: -2.899 -2.589 -0.124  -0.01
S: -1.141 -2.608 -0.159  -0.35
C: -5.548 -5.195 0.281  -0.17
N: -6.020 -6.233 0.440  -0.56
H: -5.671 -0.634 -0.309  0.43
H: -2.954 -4.707 0.138  0.51
I: 0.874 -1.031 -3.220  0.20
C: 1.827 0.691 -3.973  -0.27
C: 3.162 0.475 -4.193  -0.94
C: 3.970 1.428 -4.840  -0.82
C: 3.401 2.571 -5.300  -0.91
C: 2.021 2.824 -5.111  1.43
C: 1.467 3.982 -5.711  -1.00
C: 0.137 4.246 -5.626  -1.24
C: -0.677 3.397 -4.855  0.11
C: -0.190 2.294 -4.201  0.40
P: -1.302 1.440 -3.015  0.98
C: -2.331 2.814 -2.381  0.38
C: -1.808 3.524 -1.300  -0.36
C: -2.514 4.563 -0.714  -0.44
C: -3.770 4.901 -1.196  -0.66
C: -4.302 4.206 -2.272  -0.82
C: -3.585 3.175 -2.865  0.00
C: -2.387 0.517 -4.170  0.61
C: -1.896 0.144 -5.422  -0.54
C: -2.644 -0.653 -6.277  -0.71
C: -3.904 -1.089 -5.898  -0.58
C: -4.406 -0.723 -4.657  -0.93
C: -3.656 0.064 -3.797  -0.58
C: 1.192 1.919 -4.382  0.46
H: 3.607 -0.462 -3.880  0.43
H: 5.023 1.228 -4.983  0.48
H: 3.988 3.304 -5.841  0.39
H: 2.130 4.637 -6.264  0.41
H: -0.292 5.109 -6.119  0.43
H: -1.722 3.653 -4.738  0.50
H: -0.826 3.261 -0.910  0.05
H: -2.086 5.106 0.121  0.40
H: -4.333 5.703 -0.736  0.39
H: -5.281 4.466 -2.655  0.44
H: -4.012 2.638 -3.702  0.54
H: -0.919 0.478 -5.751  0.30
H: -2.237 -0.931 -7.241  0.43
H: -4.489 -1.711 -6.564  0.39
H: -5.385 -1.063 -4.343  0.45
H: -4.045 0.308 -2.820  0.55
C: -3.118 1.475 2.545  -0.73
O: -1.757 1.040 2.596  0.20
C: -0.968 1.878 3.414  -0.86
C: -0.452 3.088 2.670  0.08
O: 0.670 2.671 1.893  0.04
C: 1.479 3.770 1.508  -0.85
H: -3.487 1.631 3.564  0.37
H: -3.685 0.704 2.040  0.10
H: -3.223 2.396 1.965  0.27
H: -0.107 1.292 3.746  0.21
H: -1.525 2.186 4.305  0.39
H: -0.140 3.867 3.373  0.45
H: -1.224 3.510 2.015  -0.17
H: 1.725 4.389 2.375  0.39
H: 0.976 4.399 0.763  0.29
H: 2.402 3.378 1.088  0.15

***

No. 3
DFT (ωB97M-V/def2-TZVPD) results for a cluster of 9 separate species, C24H45Cl6N3O12 in total at a distorted geometry.

Computed properties:
SMILES string	O=C1OCCO1.O=C1OCCO1.O=C1OCCO1.CNC(C)=O.CNC(C)=O.CNC(C)=O.ClCCCl.ClCCCl.ClCCCl
ΔE to the lowest compared entry with this formula, charge and spin	225.2	kJ/mol
E_LUMO	-0.259	eV
E_HOMO	-9.610	eV

Last column: Mulliken charge in e.
Cartesian coordinates (Å):
C: 3.315 -2.976 -8.228  -0.27
C: 2.968 -1.765 -7.342  -0.32
O: 3.640 -2.048 -6.113  -0.30
C: 3.870 -3.325 -6.095  0.72
O: 4.408 -3.957 -5.202  -0.58
O: 3.378 -3.911 -7.153  -0.33
H: 4.318 -3.128 -8.627  0.27
H: 2.538 -3.155 -8.970  0.25
H: 1.894 -1.594 -7.263  0.27
H: 3.429 -0.876 -7.772  0.29
C: -3.599 -3.077 -7.341  -0.24
C: -3.158 -2.974 -8.772  -0.25
O: -4.244 -2.374 -9.410  -0.33
C: -5.233 -2.180 -8.604  0.69
O: -6.264 -1.627 -8.917  -0.56
O: -5.021 -2.803 -7.445  -0.33
H: -3.210 -2.347 -6.632  0.25
H: -3.498 -4.115 -7.023  0.24
H: -2.714 -3.843 -9.256  0.32
H: -2.462 -2.136 -8.795  0.21
C: -6.652 -0.827 -0.285  -0.23
C: -6.506 -1.417 -1.630  -0.22
O: -7.589 -2.408 -1.709  -0.31
C: -8.140 -2.575 -0.492  0.67
O: -9.033 -3.412 -0.342  -0.56
O: -7.657 -1.633 0.387  -0.34
H: -7.063 0.182 -0.247  0.24
H: -5.693 -0.814 0.233  0.25
H: -5.516 -1.790 -1.892  0.27
H: -6.592 -0.587 -2.332  0.23
C: -5.000 7.830 4.240  -0.97
C: -4.950 6.511 3.410  0.59
O: -5.078 6.481 2.207  -0.60
N: -4.823 5.452 4.234  -0.20
C: -4.925 4.062 3.985  -0.77
H: -4.030 8.308 4.104  0.28
H: -5.007 7.718 5.325  0.31
H: -5.947 8.342 4.074  0.29
H: -4.222 5.665 5.018  0.24
H: -4.366 3.799 3.087  0.28
H: -5.991 3.868 3.871  0.25
H: -4.414 3.638 4.850  0.30
C: 2.834 1.312 5.720  -1.10
C: 3.292 0.637 7.009  0.74
O: 2.833 1.129 8.094  -0.64
N: 4.355 -0.164 6.861  -0.17
C: 5.243 -0.509 7.916  -0.91
H: 3.590 2.011 5.361  0.29
H: 1.917 1.900 5.714  0.31
H: 2.798 0.652 4.853  0.31
H: 4.677 -0.485 5.959  0.22
H: 4.700 -0.635 8.853  0.31
H: 6.098 0.167 7.894  0.30
H: 5.682 -1.504 7.845  0.34
C: 2.401 -7.391 5.402  -1.04
C: 1.807 -6.208 4.750  0.78
O: 0.691 -5.879 4.920  -0.60
N: 2.615 -5.523 3.975  -0.24
C: 2.242 -4.313 3.176  -0.85
H: 2.925 -7.163 6.330  0.25
H: 3.141 -7.749 4.686  0.27
H: 1.787 -8.213 5.771  0.32
H: 3.414 -5.978 3.558  0.25
H: 1.186 -4.048 3.231  0.32
H: 2.442 -4.610 2.146  0.31
H: 2.790 -3.404 3.426  0.22
Cl: -0.403 0.340 -2.933  -0.18
C: 0.732 0.967 -1.689  -0.34
C: 0.014 1.286 -0.338  -0.48
Cl: -1.008 -0.030 0.349  -0.20
H: 1.134 1.910 -2.059  0.28
H: 1.618 0.340 -1.594  0.31
H: -0.752 2.046 -0.494  0.27
H: 0.648 1.559 0.505  0.33
Cl: -0.172 6.910 -0.737  -0.18
C: -0.770 8.215 -1.792  -0.41
C: -1.426 7.804 -3.128  -0.41
Cl: -0.436 6.814 -4.163  -0.18
H: 0.018 8.965 -1.721  0.33
H: -1.558 8.649 -1.176  0.27
H: -1.713 8.584 -3.833  0.31
H: -2.361 7.261 -2.982  0.28
Cl: 10.183 -1.399 2.070  -0.20
C: 8.435 -1.024 1.891  -0.41
C: 7.953 -1.008 0.410  -0.41
Cl: 6.334 -0.349 0.304  -0.18
H: 8.410 -0.005 2.277  0.28
H: 7.911 -1.739 2.526  0.32
H: 7.997 -1.970 -0.101  0.33
H: 8.588 -0.341 -0.174  0.29

***

Number 1: E -590.4210 Ha. Number 2: E -6179.6070 Ha. Number 3: E -4769.6971 Ha.